{"formula": "C25H30F5NO8SSiSn", "method": "wB97M-V/def2-TZVPD", "e_homo_ev": -1.263, "e_lumo_ev": 3.983, "gap_ev": 5.25, "e_above_lowest_kcal_mol": 94.6, "total_energy_ev": -82419.281, "charge": -2, "species": ["Sn", "C", "C", "C", "C", "O", "Si", "S", "O", "C", "C", "C", "C", "O", "C", "C", "C", "C", "H", "H", "H", "H", "H", "H", "H", "H", "H", "H", "H", "H", "H", "H", "H", "H", "H", "H", "H", "H", "H", "H", "H", "H", "H", "H", "H", "O", "C", "O", "C", "C", "C", "N", "C", "C", "C", "O", "O", "H", "H", "H", "F", "C", "C", "F", "C", "F", "C", "O", "C", "F", "C", "F"], "positions_angstrom": [[-1.621, 1.893, -2.293], [2.120, 1.383, -1.469], [2.219, 0.863, -0.037], [3.498, 0.054, 0.151], [2.168, 2.028, 0.937], [1.091, 0.047, 0.279], [0.582, -1.423, -0.213], [-1.520, -1.681, 0.424], [1.005, -1.729, -1.753], [1.152, -2.892, -2.558], [1.163, -2.385, -3.993], [2.478, -3.568, -2.223], [-0.014, -3.843, -2.337], [1.389, -2.591, 0.640], [1.408, -2.987, 2.013], [0.405, -4.114, 2.220], [2.822, -3.495, 2.264], [1.105, -1.814, 2.940], [3.048, 1.890, -1.746], [1.304, 2.102, -1.554], [1.936, 0.562, -2.165], [4.370, 0.669, -0.086], [3.500, -0.824, -0.501], [3.581, -0.291, 1.185], [2.978, 2.734, 0.734], [2.258, 1.668, 1.965], [1.216, 2.552, 0.835], [2.011, -1.716, -4.152], [0.244, -1.831, -4.191], [1.234, -3.221, -4.694], [3.313, -2.906, -2.471], [2.585, -4.496, -2.792], [2.521, -3.795, -1.156], [-0.957, -3.369, -2.617], [-0.110, -4.117, -1.283], [0.126, -4.748, -2.934], [0.638, -4.942, 1.546], [-0.613, -3.792, 1.997], [0.449, -4.472, 3.253], [3.022, -4.368, 1.640], [2.952, -3.774, 3.313], [3.548, -2.718, 2.012], [0.092, -1.437, 2.782], [1.801, -0.992, 2.762], [1.191, -2.136, 3.981], [-6.459, -0.793, 2.126], [-6.588, 0.282, 1.511], [-7.537, 1.102, 1.524], [-5.408, 0.678, 0.595], [-5.452, 1.926, -0.123], [-4.436, 2.256, -0.940], [-3.334, 1.445, -1.132], [-3.254, 0.245, -0.451], [-4.335, -0.128, 0.430], [-2.111, -0.490, -0.711], [-1.921, -3.112, 0.087], [-1.204, 0.042, -1.598], [-6.314, 2.563, 0.007], [-4.431, 3.183, -1.503], [-4.295, -1.074, 0.955], [0.036, 7.109, 2.922], [-0.095, 6.316, 1.837], [0.313, 6.748, 0.591], [0.846, 7.980, 0.462], [0.186, 5.933, -0.517], [0.607, 6.412, -1.706], [-0.353, 4.633, -0.457], [-0.452, 3.864, -1.490], [-0.758, 4.240, 0.836], [-1.284, 3.014, 0.992], [-0.632, 5.047, 1.947], [-1.025, 4.603, 3.152]], "forces_ev_per_a": [[0.0, 0.2, -0.6], [-0.1, -0.1, -0.1], [0.0, 0.0, -0.1], [0.0, -0.1, 0.0], [0.0, 0.1, 0.1], [-0.3, -0.1, -0.1], [0.2, 0.0, 0.2], [-0.5, 0.0, -0.3], [0.1, 0.2, 0.1], [0.0, -0.1, 0.0], [0.0, 0.0, -0.1], [0.1, 0.0, 0.1], [-0.1, 0.0, 0.1], [-0.1, -0.1, -0.1], [0.0, 0.1, -0.1], [-0.1, 0.0, 0.0], [0.1, 0.0, 0.0], [0.0, 0.1, 0.0], [0.0, 0.0, 0.0], [0.0, 0.0, 0.0], [0.1, 0.0, 0.1], [0.0, 0.0, 0.0], [0.0, 0.1, 0.0], [0.0, 0.0, 0.0], [0.0, 0.0, 0.0], [0.0, 0.0, 0.0], [0.1, -0.1, 0.0], [0.0, 0.0, 0.0], [0.0, 0.0, 0.0], [0.0, 0.0, 0.0], [0.0, 0.0, 0.0], [0.0, 0.0, 0.0], [0.0, 0.0, -0.1], [0.0, 0.0, 0.0], [0.0, 0.0, -0.1], [0.0, 0.0, 0.0], [0.0, 0.0, 0.0], [0.0, 0.0, 0.0], [0.0, 0.0, 0.0], [0.0, 0.0, 0.0], [0.0, 0.0, 0.0], [0.0, 0.0, 0.0], [0.0, 0.0, 0.0], [0.0, 0.0, 0.0], [0.0, 0.0, 0.0], [-0.1, 0.0, 0.0], [0.0, 0.1, 0.1], [0.0, -0.1, 0.0], [0.0, 0.1, -0.1], [-0.1, -0.1, 0.1], [0.2, -0.2, 0.0], [-0.3, 0.3, 0.1], [0.0, 0.0, 0.1], [0.3, 0.0, -0.1], [0.1, 0.2, 0.4], [0.3, 0.1, -0.1], [0.1, -0.3, 0.1], [0.0, 0.0, 0.0], [0.0, 0.0, 0.0], [0.0, 0.0, 0.0], [0.0, 0.0, 0.0], [0.0, 0.0, 0.1], [0.0, 0.1, -0.1], [0.0, 0.0, 0.0], [0.1, 0.1, -0.1], [0.0, 0.0, 0.0], [0.0, -0.2, 0.0], [-0.1, 0.0, 0.2], [-0.1, -0.1, 0.1], [0.0, 0.0, 0.0], [0.0, -0.1, 0.1], [0.0, 0.0, 0.0]]}


{"formula": "C3H6I2", "method": "wB97M-V/def2-TZVPD", "e_homo_ev": -9.126, "e_lumo_ev": -0.475, "gap_ev": 8.65, "e_above_lowest_kcal_mol": 10.8, "total_energy_ev": -19408.600, "charge": 0, "species": ["C", "C", "C", "I", "I", "H", "H", "H", "H", "H", "H"], "positions_angstrom": [[0.321, 0.115, -1.293], [0.411, -0.044, 1.246], [-0.409, -0.014, 0.039], [-1.622, -1.930, -0.063], [-1.973, 1.705, 0.225], [-0.328, -0.437, -2.023], [0.587, 1.118, -1.731], [1.269, -0.302, -1.169], [0.876, 0.958, 1.235], [1.066, -0.889, 1.261], [-0.198, -0.280, 2.275]], "forces_ev_per_a": [[-1.9, 0.8, -1.2], [-1.5, 0.3, 3.3], [-2.6, 0.1, -1.0], [0.6, 0.9, 0.2], [1.1, -1.2, -0.1], [1.2, 0.7, 0.3], [-0.9, -0.5, 0.9], [1.5, -1.4, 0.0], [0.4, -0.6, 0.7], [1.0, -0.3, -0.5], [1.2, 1.2, -2.6]]}